Record 1
Entry from OMol25: C38H53As3MgSb2 as an isolated structure at a distorted geometry (wB97M-V/def2-TZVPD).

```
97
Properties=species:S:1:pos:R:3:forces:R:3:lowdin_charge:R:1
Mg 11.937892 13.836526 7.720677 0.45 -0.08 -0.11 0.263
C 12.872717 16.768193 5.307451 -1.22 -0.79 -1.40 -0.361
C 13.843503 15.582574 5.127088 0.93 -0.12 -0.61 -0.368
C 15.111922 15.553588 6.057759 -1.04 1.25 -0.14 -0.329
Sb 14.773729 14.469793 7.889549 -0.73 -0.59 -0.56 1.439
C 16.377796 13.098886 8.057812 0.77 -0.40 0.47 -0.377
C 16.304335 12.093772 9.034555 0.06 0.27 -0.50 -0.150
C 17.352260 11.188144 9.217010 -1.00 -0.81 0.89 -0.069
C 18.512389 11.312436 8.485758 0.10 -0.27 0.03 -0.071
C 18.641035 12.359689 7.602247 0.59 0.40 -0.94 -0.064
C 17.573993 13.213379 7.352112 -0.23 0.37 0.13 -0.116
C 14.964026 15.703913 9.522392 0.13 0.51 1.03 -0.438
C 14.167621 15.511217 10.663816 -0.77 -0.72 -1.89 -0.152
C 14.313696 16.301816 11.758664 1.62 0.83 -0.17 -0.066
C 15.385208 17.221941 11.820102 -0.70 -0.57 0.15 -0.046
C 16.193871 17.397575 10.722719 -0.26 -0.08 -0.24 -0.059
C 15.931902 16.680176 9.556070 0.08 0.16 0.40 -0.118
Sb 11.946631 16.861102 7.253772 1.35 0.00 0.23 1.454
C 10.129321 17.834051 7.095828 -0.47 0.13 -0.36 -0.430
C 9.457646 17.972881 5.888597 1.78 -0.73 -0.41 -0.163
C 8.221922 18.508670 5.859610 -1.78 0.97 -1.13 -0.081
C 7.604947 18.975620 7.001135 1.12 -0.29 0.42 -0.046
C 8.262106 18.879279 8.209900 -0.03 -0.27 -0.83 -0.056
C 9.506089 18.285722 8.238789 0.54 -0.05 1.54 -0.144
C 13.213445 18.420435 8.049848 -1.14 -0.06 0.75 -0.337
C 14.095017 19.089647 7.223149 -0.37 -0.59 -0.04 -0.135
C 14.889270 20.080790 7.732553 0.86 0.36 -2.24 -0.088
C 14.779981 20.409476 9.014292 0.23 1.10 3.23 -0.094
C 13.885174 19.822350 9.898872 -0.61 -1.00 -0.44 -0.057
C 13.035745 18.832933 9.399046 0.98 -0.24 -0.64 -0.113
H 12.068853 16.709329 4.498536 0.79 -0.19 1.13 0.083
H 13.345424 17.701667 5.060777 0.32 0.33 0.16 0.037
H 14.222008 15.556350 4.061262 -0.39 0.32 1.03 0.132
H 13.330985 14.617136 5.205686 -0.27 -0.01 0.13 0.061
H 15.502583 16.599540 6.139893 -0.13 -0.98 0.31 0.083
H 15.853004 14.933304 5.607217 0.68 -0.28 -0.56 0.026
H 15.403330 12.052866 9.618580 -0.15 -0.34 0.40 0.063
H 17.237820 10.331182 9.926913 0.09 0.99 -0.61 0.131
H 19.293983 10.571159 8.585233 0.10 0.15 0.11 0.119
H 19.588123 12.505562 7.060854 -0.57 -0.10 0.23 0.126
H 17.670326 14.015781 6.639955 0.27 0.09 -0.24 0.089
H 13.336617 14.796624 10.530326 0.34 0.23 0.65 0.084
H 13.661727 16.201522 12.563301 -0.97 -0.14 1.35 0.093
H 15.555914 17.798144 12.720996 -0.06 -0.04 -0.02 0.118
H 16.993859 18.110945 10.763357 0.25 0.23 -0.11 0.116
H 16.450417 16.901915 8.657691 0.78 0.20 -0.57 0.093
H 9.964343 17.704091 4.962489 -0.23 -0.05 0.07 0.099
H 7.717861 18.669541 4.906004 0.14 -0.17 0.16 0.125
H 6.693846 19.479452 6.953293 -1.47 0.56 -0.17 0.100
H 7.810035 19.261210 9.087008 -0.26 0.28 0.80 0.107
H 9.989923 18.222235 9.223628 -0.02 -0.08 -0.44 0.101
H 14.191883 18.888438 6.183000 0.00 -0.33 -0.52 0.074
H 15.603769 20.604436 7.086839 -0.32 -0.24 0.24 0.132
H 15.419887 21.151828 9.445190 0.39 0.42 -0.02 0.115
H 13.919688 20.050037 10.960350 -0.24 0.19 -0.23 0.118
H 12.345240 18.311622 10.048766 -0.03 0.01 0.05 0.089
C 8.087926 14.126354 8.048687 -0.51 -0.05 -1.06 -0.263
As 9.476009 13.405719 6.932516 0.30 0.08 -0.32 1.040
C 9.117513 14.368279 5.263848 -0.10 -0.17 1.19 -0.246
C 9.010589 11.595219 6.387768 0.39 0.14 -0.63 -0.338
C 9.281165 10.401862 7.335511 0.40 0.09 -1.00 -0.686
C 8.428212 9.258546 6.737992 0.32 0.14 -0.43 -0.067
C 10.753947 9.975144 7.260261 0.33 -0.45 0.31 -0.317
As 12.262826 11.120280 7.812473 -0.83 0.79 -0.37 1.045
C 12.625911 10.789524 9.660238 -2.03 -1.46 0.19 -0.287
C 13.720497 10.204103 6.963699 -0.37 -0.47 0.39 -0.259
C 8.840176 10.764460 8.758878 0.57 0.43 -0.05 -0.417
As 8.088827 9.411624 9.984486 0.46 -0.53 0.81 1.148
C 8.241600 10.491154 11.654208 0.22 0.33 -0.07 -0.339
C 9.701853 8.233020 10.343996 -1.52 0.82 1.25 -0.302
H 7.111415 14.049026 7.536629 0.42 0.00 0.30 0.068
H 8.366134 15.166825 8.131974 -0.17 0.39 0.42 0.016
H 8.074745 13.599752 8.979929 -0.08 0.05 0.62 0.012
H 8.100774 14.093749 5.005415 0.04 -0.17 -0.60 0.046
H 9.890496 14.172257 4.522802 -0.33 0.08 -0.12 0.041
H 9.076364 15.400335 5.595916 0.23 0.32 -0.36 -0.006
H 9.528650 11.550619 5.373236 -0.73 -0.46 1.16 0.111
H 7.924823 11.590949 6.246690 0.13 0.35 -0.35 0.090
H 8.703362 8.981968 5.668324 -0.07 0.22 1.48 0.123
H 7.413928 9.653084 6.695886 -0.26 -0.43 0.11 0.085
H 8.474930 8.413282 7.435579 -0.15 -0.13 -0.58 0.061
H 11.016676 9.839328 6.206235 -0.12 -0.39 0.06 0.079
H 10.890627 9.023075 7.808034 0.01 0.28 -0.39 0.090
H 12.858845 9.733919 9.780777 0.18 -0.08 0.10 0.049
H 11.712450 10.974453 10.268833 0.80 0.19 -0.28 0.033
H 13.448759 11.374090 9.927137 1.13 0.94 0.76 -0.026
H 13.689650 9.165984 7.285501 0.17 -0.09 0.23 0.052
H 14.641851 10.677299 7.272888 0.31 0.01 -0.21 0.012
H 13.561659 10.178775 5.902879 0.21 0.33 -0.59 0.033
H 8.038500 11.500000 8.693795 -0.14 -0.02 0.06 0.043
H 9.697006 11.271881 9.230348 -0.22 0.05 0.17 0.045
H 7.503100 11.295255 11.672546 -0.08 -0.09 -0.20 0.014
H 9.223690 10.969557 11.836844 -0.28 -0.42 -0.26 0.022
H 8.006391 9.855910 12.510352 0.09 -0.10 -0.15 0.022
H 9.764834 7.529323 9.540352 0.51 -0.33 -0.45 -0.005
H 9.425365 7.674432 11.278360 0.40 0.51 -0.84 0.042
H 10.561407 8.882104 10.529960 0.09 -0.46 -0.19 -0.006
```
Forces are in eV/Å.

ΔE to the lowest compared entry with this formula, charge and spin ... 1.1411 eV
Orbital gap ... 7.07 eV
Molar mass ... 1002.43 g mol⁻¹
E_tot ... -8867.08311 Eh
Total charge ... +2
HOMO energy ... -12.941 eV

---

Record 2
Entry from OMol25: C38H53BaN7O3P4 as an isolated structure at a distorted geometry (wB97M-V/def2-TZVPD).

```
106
Properties=species:S:1:pos:R:3:forces:R:3:lowdin_charge:R:1
Ba -0.454190 -0.423659 -0.479478 -0.89 0.84 1.40 1.810
C -1.584248 -5.540250 -2.779692 -0.05 0.00 -0.01 -0.072
N -0.472434 -4.614185 -3.045745 0.04 -0.21 0.05 -0.285
C 0.344406 -5.012550 -4.194617 -0.05 0.06 -0.06 -0.080
P 0.066360 -3.814767 -1.729856 0.03 -0.26 -0.40 0.472
O -0.963205 -2.935005 -1.104205 0.21 0.18 0.01 -0.467
O 1.236703 -2.924321 -2.444062 -0.28 -0.45 -0.63 -0.265
P 2.065346 -1.688030 -1.897291 0.50 0.38 0.12 0.383
O 1.941537 -1.685934 -0.418277 -0.25 0.49 -0.02 -0.398
N 3.581575 -1.729807 -2.426265 0.28 -0.21 -0.06 -0.288
C 3.853470 -1.898783 -3.855497 0.02 0.03 0.02 -0.067
C 4.683163 -2.100090 -1.525134 0.00 0.02 -0.09 -0.050
N 1.294811 -0.380522 -2.649221 0.07 -0.27 -0.06 -0.410
C 2.104020 0.764158 -3.109626 0.27 -0.01 0.27 -0.072
C 0.121825 -0.600098 -3.504066 0.02 -0.15 -0.42 -0.147
N 0.723449 -4.808249 -0.636218 0.05 0.06 0.29 -0.278
C 1.788737 -5.727138 -1.031059 -0.01 -0.03 -0.03 -0.057
C 0.678837 -4.511747 0.799681 0.07 -0.03 0.01 -0.067
H -1.224730 -6.535719 -2.506634 0.03 0.01 -0.01 0.096
H -2.195509 -5.625365 -3.677337 0.01 0.02 -0.01 0.095
H -2.211867 -5.162271 -1.973949 0.02 0.01 0.01 0.084
H 0.732112 -6.028461 -4.082635 -0.01 -0.01 0.03 0.088
H 1.174827 -4.328567 -4.337073 0.01 0.01 0.02 0.073
H -0.276551 -4.990605 -5.090248 -0.01 0.01 0.01 0.096
H 2.976435 -1.635185 -4.446579 -0.01 -0.01 0.00 0.076
H 4.119062 -2.933625 -4.080773 0.00 -0.01 0.02 0.098
H 4.678058 -1.253474 -4.157355 0.00 0.02 0.02 0.101
H 4.375547 -1.966769 -0.492000 -0.03 0.01 0.01 0.072
H 5.538754 -1.456232 -1.727162 -0.01 0.01 -0.02 0.098
H 4.982519 -3.137838 -1.684681 -0.01 -0.01 0.00 0.094
H 2.922283 0.949589 -2.417030 -0.04 0.00 0.06 0.095
H 1.483799 1.658455 -3.153631 -0.08 -0.04 0.03 0.089
H 2.538018 0.587004 -4.095863 -0.11 -0.02 -0.05 0.090
H -0.625517 -1.260494 -3.061234 0.17 -0.20 -0.02 0.017
H 0.435948 -1.042075 -4.452225 -0.29 0.08 -0.13 0.105
H -0.400674 0.344006 -3.686978 0.27 0.06 -0.03 0.099
H 1.749320 -5.928733 -2.099518 -0.01 0.00 -0.01 0.070
H 1.671922 -6.673216 -0.503666 -0.02 0.00 0.01 0.100
H 2.773252 -5.315884 -0.791193 -0.01 0.03 0.01 0.094
H -0.166394 -3.867773 1.022986 -0.02 0.00 -0.02 0.075
H 1.597832 -4.023429 1.131590 0.01 0.02 -0.02 0.081
H 0.552155 -5.445944 1.346794 0.00 -0.02 -0.02 0.099
C 0.053396 3.112547 3.684402 -0.05 0.02 -0.06 -0.119
N -0.051784 2.663535 2.280495 0.26 0.03 0.02 -0.522
P 1.284584 1.950491 1.490305 -0.24 -0.20 -0.11 0.928
C 2.653670 3.108586 1.764044 -0.05 -0.02 -0.01 -0.366
C 2.879377 4.081757 0.790203 0.07 0.00 0.01 -0.102
C 3.871539 5.034883 0.965014 -0.01 -0.01 -0.01 -0.068
C 4.654739 5.013779 2.110266 0.00 0.00 0.00 -0.060
C 4.446393 4.040971 3.078601 -0.01 -0.02 0.01 -0.057
C 3.449704 3.091565 2.908978 0.01 0.06 -0.01 -0.097
C 1.750469 0.467738 2.451807 0.03 -0.01 -0.03 -0.405
C 3.016526 -0.092839 2.266295 -0.03 -0.09 0.06 -0.115
C 3.331763 -1.318903 2.831584 0.00 0.08 -0.03 -0.071
C 2.382370 -2.011942 3.572362 0.04 -0.02 0.00 -0.077
C 1.118413 -1.471857 3.751522 -0.02 -0.01 0.02 -0.072
C 0.801665 -0.237724 3.194172 0.06 0.02 -0.02 -0.118
P -1.589710 2.059283 1.761899 -0.07 -0.21 0.08 0.945
C -2.774462 3.136081 2.625637 0.15 0.05 -0.10 -0.378
C -2.835758 4.502140 2.345111 -0.04 -0.02 0.03 -0.078
C -3.725559 5.308920 3.033249 0.00 -0.02 -0.01 -0.056
C -4.561848 4.755445 3.997990 0.01 0.00 -0.01 -0.057
C -4.506099 3.399075 4.278675 -0.02 0.00 0.01 -0.066
C -3.609645 2.589584 3.593437 0.03 -0.05 0.00 -0.106
C -1.787402 2.658487 0.047718 0.03 0.25 -0.30 -0.449
C -0.841577 3.384223 -0.676668 0.00 -0.05 0.03 -0.126
C -1.080214 3.745840 -1.998707 0.01 -0.02 0.00 -0.073
C -2.270211 3.389166 -2.616013 -0.01 -0.01 0.00 -0.070
C -3.230240 2.681134 -1.900963 0.02 0.02 -0.04 -0.063
C -2.990682 2.318695 -0.585424 0.06 -0.05 0.06 -0.121
H 1.044178 2.886799 4.070608 0.02 0.01 0.00 0.067
H -0.673359 2.602576 4.320178 0.01 0.01 0.01 0.077
H -0.116520 4.185947 3.759451 -0.02 0.00 0.01 0.090
H 2.282605 4.093259 -0.114704 -0.01 0.00 0.00 0.086
H 4.037552 5.789033 0.207185 0.00 0.00 0.00 0.111
H 5.431796 5.753982 2.247628 -0.01 0.00 0.00 0.114
H 5.059129 4.023547 3.970168 0.00 0.00 0.00 0.114
H 3.297081 2.337183 3.670838 0.01 -0.01 -0.01 0.106
H 3.763146 0.438475 1.686690 0.00 0.00 0.01 0.112
H 4.325818 -1.728911 2.704289 -0.01 -0.01 0.01 0.112
H 2.636114 -2.961973 4.024715 -0.01 0.00 0.00 0.112
H 0.385405 -2.000225 4.348074 -0.01 0.02 -0.01 0.111
H -0.178641 0.191373 3.358276 -0.04 -0.01 0.03 0.069
H -2.186819 4.928558 1.588647 -0.01 0.01 0.01 0.113
H -3.772298 6.368474 2.819182 0.00 -0.01 0.00 0.113
H -5.258562 5.387505 4.532565 0.00 0.00 0.00 0.114
H -5.155421 2.974585 5.032862 0.01 -0.01 0.00 0.111
H -3.550677 1.529875 3.816585 -0.02 0.01 0.02 0.094
H 0.075890 3.687803 -0.193578 0.00 0.06 0.00 0.055
H -0.344361 4.329816 -2.537725 0.00 0.00 0.01 0.112
H -2.461684 3.685686 -3.639238 0.00 -0.01 0.01 0.113
H -4.174463 2.426543 -2.365539 0.00 0.00 0.01 0.113
H -3.754706 1.787595 -0.029446 -0.04 0.04 -0.01 0.091
N -3.138244 -1.218659 -2.079909 0.07 -0.01 0.08 0.092
C -3.906928 -0.882117 -0.951070 0.03 0.18 -0.13 -0.416
C -5.273519 -0.627104 -1.026593 -0.05 -0.05 -0.04 -0.008
C -5.947125 -0.321631 0.137613 -0.01 0.01 0.07 -0.035
C -5.252395 -0.291957 1.345334 -0.06 0.04 -0.05 -0.050
C -3.894183 -0.512530 1.312891 0.04 0.06 -0.10 -0.172
N -3.217324 -0.754177 0.179218 0.04 -0.49 0.19 -0.031
H -3.691680 -1.341938 -2.916448 -0.02 0.08 -0.01 0.103
H -2.584887 -2.055076 -1.908703 -0.04 -0.06 0.01 0.033
H -5.792022 -0.698945 -1.973776 -0.01 0.00 0.01 0.121
H -7.011713 -0.128974 0.114251 0.00 0.00 -0.01 0.122
H -5.755972 -0.084896 2.278384 0.01 0.00 0.00 0.114
H -3.295389 -0.456579 2.212130 -0.02 -0.02 0.02 0.087
```
Forces are in eV/Å.

ΔE to the lowest compared entry with this formula, charge and spin ... 0.6497 eV
Orbital gap ... 8.51 eV
Molar mass ... 917.11 g mol⁻¹
E_tot ... -3479.61729 Eh
Total charge ... +2
HOMO energy ... -12.474 eV